C4H8N2S2 | the ωB97M-V functional and the def2-TZVPD basis

Frontier orbital gap in eV: 7.9
LUMO in eV: -0.61
Maximum force in eV Å⁻¹: 5.54
Relative energy (zero: lowest compared OMol25 entry of this formula, charge and spin) in kJ/mol: 648.0
E in eV: -28921.59178

```
! RIJCOSX wB97M-V def2-TZVPD def2/J DEFGRID3
* xyz 0 1
C 1.253 0.621 -0.799
C -0.077 -0.030 -0.634
C -0.890 -0.432 -1.671
C -0.482 -0.127 0.882
H 1.488 2.339 0.919
H 1.681 2.574 -1.459
H 2.172 0.134 -0.307
H 1.378 0.877 -1.976
H -0.630 -0.015 -2.712
H -1.763 -0.976 -1.334
H -1.091 -1.972 0.249
H -1.058 -2.749 3.356
N 1.000 2.217 -0.363
N -1.114 -1.324 1.116
S 0.008 0.768 2.322
S -1.874 -1.904 2.413
*
```

***

C16H37F4N3NbO3 | the ωB97M-V functional and the def2-TZVPD basis

Frontier orbital gap in eV: 7.1
LUMO in eV: 2.09
Maximum force in eV Å⁻¹: 2.69
E in eV: -40220.81292

```
! RIJCOSX wB97M-V def2-TZVPD def2/J DEFGRID3
* xyz -1 1
C 2.159 2.638 2.024
C 1.133 1.828 1.221
C 1.308 1.947 -0.301
N 1.981 0.789 -0.910
Nb 1.019 -0.695 -1.950
C 1.807 -2.635 -1.049
C 3.021 -2.478 -0.123
N 3.918 -1.388 -0.536
C -0.940 -0.628 -0.808
C -2.236 -0.469 -1.645
C -3.415 -1.433 -1.378
C -3.058 -2.898 -1.101
N -2.757 -3.254 0.280
C -1.624 -4.069 0.643
C -3.565 -2.810 1.352
C -3.305 -1.418 1.885
O -4.406 -3.537 1.872
C 2.477 -0.746 -3.824
F 1.717 -0.645 -4.997
F 3.361 0.356 -3.879
C 3.362 -1.972 -4.121
F 4.562 -1.888 -3.471
F 3.664 -2.121 -5.439
H 3.116 2.695 1.489
H 2.339 2.203 3.010
H 1.809 3.665 2.190
H 1.204 0.762 1.476
H 0.122 2.147 1.499
H 0.335 2.102 -0.775
H 1.906 2.843 -0.517
H 2.880 1.054 -1.297
H 0.223 0.539 -3.053
H 0.092 -1.845 -3.059
H 1.973 -3.450 -1.767
H 0.963 -2.994 -0.438
H 2.663 -2.298 0.900
H 3.593 -3.414 -0.076
H 3.871 -0.590 0.081
H 4.874 -1.693 -0.623
H -0.891 0.184 -0.072
H -0.977 -1.559 -0.235
H -1.999 -0.547 -2.710
H -2.608 0.556 -1.509
H -4.030 -1.446 -2.289
H -4.086 -1.061 -0.592
H -2.176 -3.149 -1.702
H -3.883 -3.530 -1.466
H -0.894 -3.520 1.256
H -1.112 -4.374 -0.275
H -1.914 -4.977 1.190
H -3.364 -1.446 2.975
H -2.346 -1.026 1.556
H -4.095 -0.746 1.524
H 2.863 -2.887 -3.794
C -0.417 5.829 3.851
C -1.220 5.735 2.573
O -2.432 5.014 2.791
O -0.118 4.547 4.363
H 0.533 6.331 3.663
H -0.976 6.425 4.588
H -0.669 5.154 1.834
H -1.414 6.731 2.162
H -3.022 5.561 3.317
H -0.899 4.001 4.216
*
```

***

C6H10O2S2 | the ωB97M-V functional and the def2-TZVPD basis

Frontier orbital gap in eV: 8.7
LUMO in eV: 0.33
Maximum force in eV Å⁻¹: 3.72
Relative energy (zero: lowest compared OMol25 entry of this formula, charge and spin) in kJ/mol: 309.5
SMILES string: C=C(C=O)SCCCSO
E in eV: -32146.37616

```
! RIJCOSX wB97M-V def2-TZVPD def2/J DEFGRID3
* xyz 0 1
C -1.837 -0.578 1.960
C -1.920 -0.433 0.666
C -1.952 -1.549 -0.361
O -1.097 -1.872 -1.105
S -1.942 1.091 -0.206
C -0.206 1.507 0.059
C 0.683 0.873 -1.016
C 2.190 0.852 -0.671
S 2.595 -0.315 0.711
O 2.584 -1.745 -0.095
H -1.885 -1.510 2.325
H -1.918 0.231 2.546
H -2.981 -2.066 -0.273
H -0.126 1.419 1.077
H -0.004 2.587 0.014
H 0.463 -0.197 -1.212
H 0.388 1.340 -2.003
H 2.647 0.413 -1.544
H 2.461 1.768 -0.164
H 1.857 -1.818 -0.708
*
```

***

C2H6O3S2 | the ωB97M-V functional and the def2-TZVPD basis

Frontier orbital gap in eV: 8.5
LUMO in eV: -0.32
Maximum force in eV Å⁻¹: 2.82
Relative energy (zero: lowest compared OMol25 entry of this formula, charge and spin) in kJ/mol: 163.8
E in eV: -29981.89416

```
! RIJCOSX wB97M-V def2-TZVPD def2/J DEFGRID3
* xyz 0 1
C 0.177 1.829 0.784
C -1.590 -1.600 -0.378
O -1.002 -0.305 -0.496
O 2.334 0.918 -1.052
O 2.050 -1.457 -0.783
S 0.029 0.021 0.789
S 2.515 -0.213 -0.210
H -0.798 2.342 1.150
H 0.383 2.275 -0.295
H 1.103 1.979 1.354
H -2.453 -1.452 -1.004
H -0.809 -2.436 -0.525
H -1.938 -1.902 0.666
*
```

***

FH3NOPS | the ωB97M-V functional and the def2-TZVPD basis

Frontier orbital gap (alpha / beta) in eV: 5.0 / 7.0
LUMO (alpha / beta) in eV: 0.94 / -3.81
Maximum force in eV Å⁻¹: 7.95
Relative energy (zero: lowest compared OMol25 entry of this formula, charge and spin) in kJ/mol: 45.1
E in eV: -26424.85768

```
! RIJCOSX wB97M-V def2-TZVPD def2/J DEFGRID3
* xyz 0 3
N 0.417 -0.467 -0.507
O -1.435 1.095 0.676
F -0.359 -0.780 1.887
P 0.147 0.387 0.868
S 1.492 1.610 1.509
H 1.392 -0.531 -0.759
H -0.116 -1.313 -0.630
H -1.393 2.031 0.871
*
```

***

C3H4N2 | the ωB97M-V functional and the def2-TZVPD basis

Frontier orbital gap in eV: 8.3
LUMO in eV: -0.61
Maximum force in eV Å⁻¹: 4.74
Relative energy (zero: lowest compared OMol25 entry of this formula, charge and spin) in kJ/mol: 373.8
E in eV: -6152.02671

```
! RIJCOSX wB97M-V def2-TZVPD def2/J DEFGRID3
* xyz 0 1
C -0.382 0.435 0.827
C 0.431 0.815 -0.375
N 0.051 0.184 -1.460
C -0.052 -1.015 -0.720
N -0.635 -0.984 0.454
H 0.232 0.409 1.730
H 1.494 1.023 -0.172
H 0.132 -1.913 -1.302
H -1.271 1.047 1.018
*
```

***

C4H7FO | the ωB97M-V functional and the def2-TZVPD basis

Frontier orbital gap in eV: 11.2
LUMO in eV: 0.47
Maximum force in eV Å⁻¹: 3.02
Relative energy (zero: lowest compared OMol25 entry of this formula, charge and spin) in kJ/mol: 279.5
E in eV: -9023.37429

```
! RIJCOSX wB97M-V def2-TZVPD def2/J DEFGRID3
* xyz 0 1
C 1.088 -0.801 0.064
C 0.804 -0.269 -1.317
C 0.244 0.419 -0.100
C -1.240 0.328 0.283
O -1.492 -0.071 1.518
F -1.832 2.201 0.320
H 0.557 -1.628 0.607
H 2.098 -0.816 0.539
H 1.679 -0.087 -1.867
H 0.091 -0.784 -1.936
H 0.760 1.359 0.195
H -2.080 0.198 -0.448
H -0.677 -0.047 2.143
*
```

***

Question: Which value of maximum force does entry 5 give?
Answer: 7.95 eV Å⁻¹

***

Question: Which formula does entry 3 have?
Answer: C6H10O2S2

***

Question: Which formula does entry 7 have?
Answer: C4H7FO

***

Copy entry 5 word for word.
FH3NOPS | the ωB97M-V functional and the def2-TZVPD basis

Frontier orbital gap (alpha / beta) in eV: 5.0 / 7.0
LUMO (alpha / beta) in eV: 0.94 / -3.81
Maximum force in eV Å⁻¹: 7.95
Relative energy (zero: lowest compared OMol25 entry of this formula, charge and spin) in kJ/mol: 45.1
E in eV: -26424.85768

```
! RIJCOSX wB97M-V def2-TZVPD def2/J DEFGRID3
* xyz 0 3
N 0.417 -0.467 -0.507
O -1.435 1.095 0.676
F -0.359 -0.780 1.887
P 0.147 0.387 0.868
S 1.492 1.610 1.509
H 1.392 -0.531 -0.759
H -0.116 -1.313 -0.630
H -1.393 2.031 0.871
*
```